# C15H23NO3

C15H23NO3 in the gas phase (the ωB97M-V functional and the def2-TZVPD basis, the Open Molecules 2025 dataset).

```
! RIJCOSX wB97M-V def2-TZVPD def2/J DEFGRID3
* xyz 0 1
C -7.54935 -0.78059 -0.68482
C -6.28366 -0.23847 -0.03958
O -5.29603 -1.24741 -0.08309
C -4.15036 -0.99944 0.68945
C -3.21389 0.05975 0.09554
C -1.93839 0.18762 0.92603
N -1.02997 1.16230 0.36632
C 0.20442 0.84274 -0.08548
O 0.66542 -0.27474 0.00321
C 0.94821 2.01698 -0.70986
C 2.43756 1.72196 -0.86048
C 3.13248 1.66296 0.50343
O 4.50711 1.37090 0.39926
C 4.90531 0.08172 0.18120
C 4.06317 -1.02067 0.08253
C 4.60718 -2.27877 -0.12121
C 5.97351 -2.45703 -0.23065
C 6.81170 -1.35739 -0.13366
C 6.28484 -0.09928 0.07053
H -8.32843 -0.02347 -0.67088
H -7.89213 -1.65919 -0.14587
H -7.34365 -1.06554 -1.71248
H -6.47934 0.04479 1.00701
H -5.94633 0.65928 -0.57893
H -4.43751 -0.70417 1.71163
H -3.62746 -1.95828 0.73730
H -3.72279 1.02652 0.06381
H -2.96118 -0.22797 -0.92633
H -1.39765 -0.76107 0.94508
H -2.19053 0.47109 1.95460
H -1.37972 2.09827 0.23619
H 0.50999 2.19830 -1.69477
H 0.79665 2.91062 -0.10044
H 2.91439 2.49422 -1.46656
H 2.56116 0.76434 -1.36788
H 2.62811 0.94047 1.15468
H 3.09445 2.64780 0.98136
H 2.99145 -0.92556 0.15756
H 3.94333 -3.12759 -0.19666
H 6.38428 -3.44260 -0.39107
H 7.88163 -1.48123 -0.21715
H 6.92200 0.76781 0.15113
*
```

As for the SMILES: CCOCCCNC(=O)CCCOc1ccccc1. Its energy above the lowest of the compared OMol25 structures with the same formula, charge and spin is 199.18 kJ/mol. The calculated total energy is -865.845217 hartree. Its LUMO energy is 0.616 eV.